Here is a structure of composition C4H8O2S at a distorted geometry from the OMol25 dataset. Energies are from wB97M-V/def2-TZVPD.

* net charge: 0
* energy relative to the best compared isomer or geometry (same formula, charge and spin): 3.738 eV
* frontier orbital gap: 9.36 eV
* highest occupied orbital energy: -8.72 eV

Geometry as XYZ:
```
15
Properties=species:S:1:pos:R:3:lowdin_charge:R:1
S -0.506 2.422 0.392 0.775
O -1.936 -1.366 -0.567 0.029
O 1.112 0.627 -0.542 -0.251
C -0.091 -0.221 1.530 -0.113
C -0.103 0.616 0.290 -0.705
C -1.461 -0.288 -0.864 -0.144
C 1.376 -0.481 -1.262 -0.169
H 1.779 -1.284 -0.653 0.074
H 2.243 -0.335 -1.957 0.107
H 0.355 0.140 2.469 0.075
H -1.152 -0.475 1.876 0.104
H -1.600 0.372 -1.764 0.114
H -0.804 2.345 1.703 -0.139
H 0.360 -0.851 -1.782 0.115
H 0.428 -1.222 1.130 0.128
```



Here is an isolated molecule of CH2NP at a distorted geometry from the OMol25 dataset. Energies are from wB97M-V/def2-TZVPD.

* net charge: 0
* energy relative to the best compared isomer or geometry (same formula, charge and spin): 5.793 eV
* frontier orbital gap: 7.80 eV
* highest occupied orbital energy: -9.55 eV

Geometry as XYZ:
```
5
Properties=species:S:1:pos:R:3:lowdin_charge:R:1
P 0.246 0.473 0.185 0.515
N -0.629 -0.865 0.326 -0.274
C 1.671 -0.104 -0.366 -0.176
H -0.896 -1.198 -0.603 -0.026
H -0.391 1.694 0.457 -0.039
```



Here is a structure of composition C32H27ClN3O3PdS at a distorted geometry from the OMol25 dataset. Energies are from wB97M-V/def2-TZVPD.

* net charge: -1
* frontier orbital gap: 5.40 eV
* highest occupied orbital energy: -3.46 eV

Geometry as XYZ:
```
68
Properties=species:S:1:pos:R:3:lowdin_charge:R:1
Pd 1.053 -1.419 0.061 0.531
Cl 7.786 -1.276 0.801 0.554
S -0.999 -0.529 -1.422 0.900
O -1.377 -0.699 0.027 -0.525
O 1.861 -3.318 0.737 -0.159
O 2.668 -2.179 -1.935 -0.120
N 0.923 2.588 3.357 0.144
N 1.510 0.664 -0.045 -0.031
N 0.186 1.384 5.271 0.074
C 2.780 2.362 -1.128 -0.042
C -2.700 2.423 -1.975 -0.049
C -3.861 3.494 -0.165 -0.109
C 3.916 -2.163 0.099 -0.171
C 6.200 -1.572 -1.403 -0.155
C 0.746 1.607 0.500 -0.098
C -3.750 -4.542 -1.782 -0.101
C -3.085 1.170 -1.507 -0.292
C 1.979 3.340 -0.566 -0.029
C -0.311 3.069 3.172 -0.285
C 2.514 1.030 -0.849 -0.085
C 2.756 -2.443 0.964 -0.369
C -1.036 1.876 5.085 -0.138
C -3.451 -5.120 -0.558 -0.106
C -2.296 -4.749 0.116 -0.071
C 6.263 -1.601 -0.015 -0.705
C -1.343 2.731 4.045 -0.013
C 5.128 -1.884 0.722 -0.101
C -2.896 -3.590 -2.322 -0.067
C -0.559 3.991 2.047 -0.040
C -1.439 -3.800 -0.421 -0.023
C 1.097 1.766 4.382 -0.192
C -3.851 1.094 -0.347 -0.042
C 0.941 2.966 0.281 -0.205
C 5.001 -1.806 -2.041 -0.047
C -2.599 -0.075 -2.183 -0.289
C -1.739 -3.210 -1.648 -0.267
C -4.240 2.248 0.316 -0.084
C 0.022 3.969 0.843 -0.041
C -0.826 -2.166 -2.215 -0.281
C 3.785 -2.088 -1.338 -0.466
C -3.086 3.578 -1.312 -0.100
H 7.092 -1.355 -1.979 0.088
H -2.410 0.112 -3.244 0.095
H -1.015 -1.986 -3.277 0.096
H -0.528 -3.522 0.099 0.088
H 2.155 4.389 -0.778 0.111
H -2.778 4.545 -1.693 0.098
H -3.295 -0.909 -2.076 0.089
H 5.187 -1.898 1.805 0.101
H -1.795 1.570 5.797 0.103
H -4.167 4.393 0.354 0.095
H -0.260 4.761 0.155 0.108
H -2.345 3.111 3.901 0.106
H -4.115 0.120 0.045 0.117
H -2.050 -5.205 1.067 0.104
H 3.097 0.225 -1.276 0.097
H -4.833 2.170 1.219 0.098
H -4.112 -5.865 -0.133 0.093
H 4.940 -1.760 -3.123 0.096
H 3.601 2.612 -1.785 0.104
H 2.099 1.373 4.518 0.111
H -0.083 1.241 1.093 0.112
H 0.234 -2.426 -2.097 0.070
H 2.867 -2.080 2.003 0.098
H -1.313 4.747 2.232 0.103
H -3.122 -3.145 -3.285 0.107
H -4.644 -4.831 -2.322 0.094
H -2.082 2.492 -2.864 0.113
```



Here is a cluster of 2 separate species, C3H12N3 in total at a distorted geometry from the OMol25 dataset. Energies are from wB97M-V/def2-TZVPD.

* net charge: +1
* energy relative to the best compared isomer or geometry (same formula, charge and spin): 1.452 eV
* frontier orbital gap: 10.57 eV
* highest occupied orbital energy: -13.83 eV

Geometry as XYZ:
```
18
Properties=species:S:1:pos:R:3:lowdin_charge:R:1
N 0.788 -0.775 -0.485 -0.066
N -1.731 0.281 -0.869 0.159
N -2.879 -0.496 1.078 0.148
C -2.816 0.040 -0.218 -0.153
C 1.454 0.206 0.403 -0.300
C 2.934 0.548 0.119 -0.087
H -0.730 -0.085 -0.583 0.077
H 3.663 0.042 0.684 0.056
H 3.163 0.755 -0.941 0.091
H 1.102 -0.726 -1.548 0.160
H -3.755 -0.826 1.427 0.108
H -1.910 -0.648 1.512 0.158
H 0.950 -1.711 -0.182 0.074
H 1.354 -0.166 1.438 0.125
H -1.790 0.557 -1.864 0.153
H 2.941 1.522 0.560 0.060
H -3.748 0.317 -0.607 0.131
H 1.008 1.164 0.076 0.105
```



Here is a cluster of 2 separate species, C6H6N2O2 in total at a distorted geometry from the OMol25 dataset. Energies are from wB97M-V/def2-TZVPD.

* net charge: 0
* energy relative to the best compared isomer or geometry (same formula, charge and spin): 4.058 eV
* frontier orbital gap: 9.37 eV
* highest occupied orbital energy: -9.21 eV

Geometry as XYZ:
```
16
Properties=species:S:1:pos:R:3:lowdin_charge:R:1
O -0.038 -0.128 -1.633 0.033
O -0.515 -1.088 2.801 -0.002
N 1.300 0.257 2.096 0.075
N -0.138 -0.626 0.499 0.172
C 1.215 1.176 -0.159 -0.012
C 0.206 -0.575 1.874 -0.456
C -1.753 -1.478 -2.271 -0.027
C -2.215 -0.478 -2.781 0.016
C 1.502 1.301 1.180 -0.066
C 0.464 0.081 -0.593 -0.511
H 1.236 1.955 -0.934 0.129
H -1.053 -1.133 0.025 0.209
H -2.461 0.482 -3.144 0.020
H 2.129 2.230 1.623 0.169
H -1.422 -2.344 -1.760 0.032
H 1.544 0.367 3.175 0.216
```